Here is 15 unconnected molecules or ions with the total composition C24H68BO32 from the OMol25 dataset. Energies are from ωB97M-V/def2-TZVPD.

Structure (ORCA input):
```
! RIJCOSX wB97M-V def2-TZVPD def2/J DEFGRID3
* xyz -1 1
O 15.6027 -40.5945 -2.2215
O 16.8182 -40.2790 -7.7883
H 24.4247 -35.6751 -1.4110
H 30.0077 -39.4654 -5.0485
O 22.8011 -36.6747 -4.0800
H 23.2571 -39.4296 -0.5331
H 16.8615 -42.2987 0.3867
O 23.8206 -40.1516 -0.2300
O 21.3707 -44.1719 1.3781
H 27.2714 -41.5428 -7.0320
H 22.2766 -45.3203 -0.0871
O 23.2391 -41.2901 -5.7669
H 23.3796 -40.5352 -8.2550
O 21.7561 -41.7461 -3.8218
H 20.8102 -46.5359 -6.9400
H 23.1534 -45.1494 1.3501
H 15.3943 -40.3167 -0.1421
H 16.9495 -42.3498 -2.4508
H 24.8116 -36.6146 -3.5363
H 28.3877 -40.0171 -5.3271
H 21.7554 -43.8611 -6.8285
C 28.4493 -41.5007 -8.6148
O 26.3022 -40.5989 -9.1706
O 29.6704 -37.7925 -3.0688
O 28.7112 -38.0557 -5.8667
O 23.2384 -37.2833 -0.7640
O 28.1985 -41.7616 -7.2271
C 28.9586 -39.1429 -5.0127
O 23.9263 -40.7279 -3.5979
H 16.2449 -40.5090 -5.2374
O 22.0426 -39.5455 -4.5802
H 21.2138 -39.9635 -7.9324
O 19.4346 -38.5311 1.0513
O 20.1456 -41.9924 -0.4764
C 21.9584 -39.1592 -7.8722
C 20.6072 -41.1140 -3.6810
H 20.2913 -43.3142 -5.0610
O 26.1389 -40.6876 -3.9686
H 22.2889 -38.9395 -6.8564
H 18.6601 -40.9486 -7.1310
H 24.0850 -37.4962 -0.3545
H 23.8463 -37.7763 -8.7960
H 21.9797 -45.1427 -5.6625
C 20.8016 -39.6629 -4.1628
H 17.2221 -43.0682 -5.9079
C 16.8451 -41.8288 -0.5985
O 24.2029 -38.6563 -8.6354
C 27.6911 -40.2974 -9.1061
H 18.1725 -38.6812 -3.5874
H 17.6905 -41.2539 -4.6443
O 20.8826 -45.6699 -7.3511
H 23.3369 -42.6393 0.9488
O 22.7500 -42.7267 -1.0060
H 24.0458 -37.9915 -3.1023
H 20.8684 -38.8623 -0.3011
H 21.0536 -42.1817 -0.7778
O 28.4904 -42.3609 -3.0984
H 20.8571 -43.5177 0.8721
C 21.2575 -44.7166 -6.3642
H 18.9356 -44.5996 -7.1459
O 26.6457 -44.1630 -4.2784
C 17.0814 -41.1421 -5.5462
C 23.8336 -36.9130 -3.1439
H 28.1110 -43.4242 -5.4343
O 21.3880 -37.9617 -8.4173
O 16.5194 -42.4081 -5.8317
H 28.7591 -39.6879 -2.9294
H 28.3738 -45.1738 -4.9143
O 24.8241 -43.0551 -9.6809
H 18.0677 -39.4683 -6.3681
H 23.9554 -42.7181 -9.9172
C 24.5560 -41.3238 -5.7375
H 29.5195 -41.3110 -8.6986
H 17.1687 -39.0079 -2.4739
H 25.3269 -42.2664 -9.4000
C 25.0223 -40.8563 -4.3287
C 19.8276 -38.5207 -0.3478
O 19.5768 -41.5933 -3.3219
H 24.3657 -43.6841 0.0107
C 23.3261 -43.3618 0.1309
H 19.1656 -39.1481 -0.9318
O 20.7159 -36.2602 -0.0573
H 28.1019 -39.9367 -10.0560
H 29.8794 -43.8724 -3.5890
H 28.4997 -44.2720 -2.5097
H 14.7282 -41.8514 -0.7793
C 28.7661 -38.7866 -3.5384
H 23.3900 -40.9581 -0.5673
H 14.6581 -40.5756 -2.4163
C 15.5342 -41.1176 -0.8717
H 20.1026 -37.9460 1.4365
H 27.5256 -42.3460 -3.1883
C 28.8175 -43.7186 -3.4005
O 18.9492 -43.9097 -6.4681
H 18.8513 -36.6137 -0.8406
O 20.0057 -38.7603 -4.1391
H 20.2195 -37.0568 -1.8575
H 25.8142 -39.9193 -8.6862
H 19.5730 -42.1990 -1.2305
C 23.6030 -36.3050 -1.7600
H 26.1682 -44.6275 -4.9710
O 17.3743 -38.3446 -3.1437
H 21.9912 -37.0427 -3.7022
C 19.8401 -37.0667 -0.8267
B 22.7383 -40.8516 -4.4353
H 16.1867 -39.6429 -7.4380
O 25.2859 -41.5258 -6.6513
H 29.3740 -36.9333 -3.3688
H 22.7680 -35.6046 -1.8744
H 21.6062 -36.2641 -0.4313
H 28.1691 -37.3489 -5.5194
H 27.7674 -38.3320 -3.4440
H 22.9044 -39.8893 -9.7673
O 17.2032 -42.7694 -1.6140
C 28.0519 -44.1675 -4.6366
C 23.1516 -39.5832 -8.7488
H 20.7591 -37.6448 -7.7590
H 28.1228 -42.4084 -9.1304
H 19.7743 -44.9986 -4.9017
H 27.8108 -39.4583 -8.4123
H 23.0877 -43.1516 -1.8023
C 22.5334 -44.5624 0.6665
C 17.7713 -40.4593 -6.7385
H 17.7155 -41.1525 -0.6049
C 20.0435 -44.2129 -5.6195
*
```

**Relative energy (zero: lowest compared OMol25 entry of this formula, charge and spin)**: 0.000 eV
**HOMO energy**: -7.599 eV

=====

Here is a molecular structure, C24H68F3InN2O11PS9 from the OMol25 dataset. Energies are from ωB97M-V/def2-TZVPD.

Structure (ORCA input):
```
! RIJCOSX wB97M-V def2-TZVPD def2/J DEFGRID3
* xyz -1 1
S 2.9533 -6.2257 6.0425
S 1.8476 -5.0032 0.4871
H -0.0069 3.9595 -10.1539
H 2.9374 -8.5833 6.2043
H 2.9245 2.5962 -6.2951
O 3.0919 5.8209 -4.5557
H -1.0036 2.0877 -2.0733
H 6.7530 0.5182 3.2081
S -4.7879 0.2006 1.0386
H 0.7683 3.9763 -5.8268
O -3.7496 6.9721 3.0590
C 1.5827 -6.6416 -0.2078
H -4.5619 -2.6896 -0.1311
C -3.0288 -3.0298 -1.5786
H -4.5541 -4.3343 -0.7102
C 2.5935 -1.0419 0.3728
S 5.8677 2.2542 1.8694
C -4.2747 0.4903 2.8161
H 3.3513 -1.6333 2.3513
H 3.1075 -7.8315 7.8098
C 0.6748 3.5604 -4.8264
H 2.5312 -7.0382 -0.5717
C 3.9697 -5.2017 7.1127
H -2.8814 -1.3982 -2.7810
H -3.7088 -6.3680 5.0213
N -1.0659 -0.8383 0.5510
H -4.8795 3.5999 2.9126
H 7.1613 2.1170 3.8833
H -4.2021 -3.4868 6.0889
H -2.9198 2.8776 -10.3342
H 5.0128 -5.5023 7.0156
H -1.0459 -1.8524 0.5842
H 3.6290 -5.3037 8.1431
H -3.2102 -3.6736 -2.4557
H 6.0548 4.3252 3.0596
H -1.9600 -3.1559 -1.3301
C 2.9309 -5.5294 1.8170
H -3.1726 -3.9664 4.6939
H 3.3396 2.8458 -4.5699
C 2.8954 2.1638 -5.2946
S -4.4607 5.8635 2.3523
H -3.7355 4.2343 0.7445
F -3.3989 1.5035 2.8358
H -5.1287 4.6810 4.3084
H 4.8213 4.3695 1.7726
C 2.6022 -0.9556 1.9194
H -4.7706 -6.0129 6.4253
H -3.1746 2.4412 -2.4928
O 0.5640 -4.6121 1.1243
H -4.3678 -2.6580 4.5174
H -0.0502 -0.1712 -1.2356
H 1.4144 -1.8278 -1.2306
H 1.8119 8.8770 -3.2610
S -1.6514 3.6257 -8.4489
S 2.2160 7.0117 -4.7014
H -1.4184 1.9184 -10.1043
O -0.6392 2.9443 -7.6043
P -2.2742 2.0914 -1.4486
H 4.5152 -7.9146 6.6986
H -0.2397 5.3971 -9.1241
In -2.7816 -0.2288 -0.4922
H 1.6126 -1.2091 2.3204
C -3.8944 -3.5154 -0.3972
O 4.6895 1.4896 1.4032
C -4.4861 4.4575 3.4589
H 5.5097 1.4413 4.0900
O 1.1990 1.4155 -3.4155
C -4.1532 -3.6069 5.0059
H -3.1094 5.8712 0.4126
H -5.3517 -7.0574 5.1030
C 5.2385 3.7793 2.5856
H 4.1367 8.3216 -5.2577
O 3.5726 -6.1746 4.6933
O -2.3114 3.1494 -0.3618
H 0.8840 -6.5363 -1.0352
H -1.4386 5.0178 -10.3857
H 4.4570 3.5416 3.3069
C 3.4338 -7.7981 6.7703
H 3.4178 1.2089 -5.2851
H 0.9060 -2.4077 0.3473
H 3.1770 -4.6523 2.4096
H 3.2290 7.7821 -6.6945
H -3.1812 -5.0260 1.0386
C 1.2455 -1.5184 -0.1873
F -3.6940 -0.5670 3.4080
H -2.0470 -3.7180 0.7686
O -5.1648 -5.0107 3.0316
H -2.3800 4.8827 1.7055
O -5.7621 -0.8864 1.1398
H 3.3854 -1.7384 0.0576
H 1.8407 7.3222 -2.3924
H 2.6094 9.1415 -5.7233
H 3.3773 8.0710 -2.9051
H 1.1583 -7.2918 0.5573
C 2.3278 7.9222 -3.1582
S -5.4092 -4.7762 4.4722
H 1.2970 4.1010 -4.1154
H 3.8471 -4.1715 6.7854
C -0.7424 4.5953 -9.6611
H -3.5099 -3.4485 1.7573
S 1.1837 1.8439 -4.8407
H 2.8559 0.0534 2.2604
C -2.2627 2.3975 -9.6089
H 2.8611 -0.0695 -0.0582
H 2.4166 -6.2563 2.4410
C -4.7336 -6.1968 5.3511
H -3.4714 4.2536 3.7997
C -3.1163 -3.9462 0.8667
H 0.5606 0.4961 0.2634
C 0.1564 -0.4236 -0.1807
C 6.3741 1.5136 3.4301
H -0.3683 3.5841 -4.5156
F -5.3510 0.8282 3.5377
N -3.3901 -1.6470 -1.9341
O -5.3094 1.5228 0.6745
H 3.8422 -5.9570 1.3970
H -2.8221 1.6619 -9.0352
C 3.1450 8.1925 -5.6904
C -3.3047 5.1333 1.1880
*
```

**Relative energy (zero: lowest compared OMol25 entry of this formula, charge and spin)**: 0.000 eV
**HOMO energy**: -4.483 eV

=====

Here is 10 unconnected molecules or ions with the total composition C24H68N6O10 from the OMol25 dataset. Energies are from ωB97M-V/def2-TZVPD.

Structure (ORCA input):
```
! RIJCOSX wB97M-V def2-TZVPD def2/J DEFGRID3
* xyz 0 1
H -1.9165 -1.5956 -0.9670
H 4.5352 5.6135 1.3505
C -2.8694 -4.2612 3.5155
H 4.9393 2.4846 1.5795
H 5.7835 4.6741 1.5705
H -3.8558 -4.2636 3.8826
H 5.5571 5.5779 0.0061
O 2.0301 2.8702 -2.4255
H -3.9141 -2.0212 -3.6263
N -0.2232 0.3816 -3.6326
O -0.7630 3.1764 -2.2216
C 2.5574 3.3291 -3.4911
H 0.1292 3.5744 2.7324
H 1.2251 2.3143 1.4910
N -0.1252 -2.8292 2.5189
H 0.8486 2.6796 4.1177
O -0.0899 1.0951 1.5601
H 1.9258 -0.6536 -2.4835
H -2.0065 -0.2900 3.8944
C -2.6062 -0.7147 1.8932
H -3.7141 -3.3260 1.8522
H -1.2760 -5.6352 3.3585
H -0.1897 0.2300 -0.0299
H -2.7919 -6.4597 3.6148
H 4.7713 3.3381 -0.5940
H 0.0844 -3.0549 -0.2458
H -2.3820 1.6806 -0.0181
C 0.9508 -1.0615 -0.5137
H 0.5206 1.0863 -3.8825
H -1.1133 -1.4274 2.8455
O 2.1822 -2.4746 2.8347
N -1.8925 -0.7366 2.9662
H -0.8502 2.3695 3.4480
H -2.1652 -3.7758 1.5577
N -3.5136 0.1298 1.9056
H 1.5046 2.0393 -4.9477
H 1.1078 3.1389 -2.4350
H -2.9222 -4.8580 -2.1918
C 0.1572 2.6600 3.2228
H 3.4947 1.9557 0.8370
H -2.0833 -5.6420 4.9150
O 3.0887 4.1527 -0.3039
C -2.1468 2.0652 -1.0011
C -0.4317 -0.4924 -4.5437
H -3.9304 0.2401 0.9561
C 0.7292 1.6799 2.2441
H 4.0128 1.8153 -3.7963
H -1.6024 -4.2902 -1.1364
C 4.1899 3.8388 0.2126
H 2.4994 4.3877 -3.2620
O -2.2241 -1.4695 0.8273
C 1.6343 0.5626 2.8346
H 2.0330 0.7221 -1.3241
H -1.2197 3.4782 0.9560
C 0.9459 -2.6016 -0.6889
H 2.3964 0.1147 2.1182
C -2.2392 -5.5737 3.9017
H -2.2673 1.2534 -1.7077
H -2.8535 -2.6019 4.2034
H -1.0618 -3.0204 2.9560
H -1.5322 -1.6218 -3.2692
H 2.9995 -0.6953 -1.1262
C -3.0549 -2.7490 -1.8386
H -3.3860 -5.0560 1.4452
H -1.2575 4.6727 -0.3955
N 0.6410 -3.1346 4.5210
C -3.0326 -4.1351 2.0015
C -0.7346 3.7975 0.0305
H -4.4261 -3.6666 -3.2673
C -0.8032 2.7386 -1.0542
H 2.0698 3.5306 -5.5707
H -0.0427 2.0418 -0.8417
H 4.4961 3.1756 -2.7079
H -3.4242 -2.7786 -0.8237
H -0.7308 0.6057 2.0974
H -1.4484 3.8032 -2.3432
H 2.8471 3.5134 -0.9573
C 0.9114 -2.8138 3.3199
H -1.0305 -2.4153 -4.8180
C 1.9741 -0.3644 -1.4467
H -0.5626 0.2479 -2.6871
C 4.0274 2.7840 1.2430
H 0.2787 4.0488 0.2267
H 4.3732 3.5268 -4.5011
C 5.1046 4.9173 0.7234
H 3.5209 3.1081 2.1226
C -4.2012 -2.6520 -2.8532
C 1.6817 3.0827 -4.6936
O -2.2569 -3.3549 4.1228
H 1.0655 -0.2903 3.2697
C -2.2319 -4.0330 -2.0517
H -0.0402 -2.7104 1.5243
H 2.3689 1.0011 3.5460
O -0.1027 -0.4328 -0.7107
H 1.3254 -2.9236 5.2859
H -1.5218 -4.0909 -2.8851
O 0.1629 -0.3961 -5.8056
H -5.0460 -2.1643 -2.4009
H 1.2303 -0.8936 0.4880
N -1.0961 -1.5533 -4.2752
H -0.2443 -3.6130 4.6877
C 4.0026 2.9154 -3.6593
H 1.8494 -3.0146 -0.1891
O -2.2759 -1.7831 -1.8903
H 0.9870 -2.7879 -1.7614
H -2.9878 2.8028 -1.1738
H 0.6891 3.4814 -4.5404
H -3.7297 0.7495 2.6730
*
```

**Relative energy (zero: lowest compared OMol25 entry of this formula, charge and spin)**: 11.360 eV
**SMILES**: NC(N)=O.NC(N)=O.NC(N)=O.CC(C)O.CC(C)O.CC(C)O.CC(C)O.CC(C)O.CC(C)O.CC(C)O
**HOMO energy**: -7.631 eV

=====

| no. | HOMO-LUMO gap (eV) |
| --- | --- |
| 1 | 9.460 |
| 2 | 6.091 |
| 3 | 6.868 |